A structure of composition C46H39BF3FeI2N3O4S2 at a distorted geometry, computed with the ωB97M-V functional and the def2-TZVPD basis.

Last column: Löwdin charge in e.
Atoms and positions in Å:
Fe -0.02321 -0.38698 -0.50263  0.607
F -0.52415 -4.68974 -3.96927  0.129
C 0.55387 -4.85028 -3.18484  -0.605
F 0.84392 -6.17419 -3.21397  0.106
F 1.58111 -4.23227 -3.78747  0.123
C 0.33095 -4.37470 -1.77941  -0.130
C 0.29595 -5.28484 -0.74297  -0.010
C 0.07369 -4.85022 0.55868  -0.057
C -0.06123 -3.49225 0.76855  -0.136
N 0.00592 -2.60244 -0.21537  -0.020
C 0.14391 -3.00040 -1.50490  -0.680
S -0.01805 -1.71619 -2.64242  0.723
H 0.43336 -6.33755 -0.95054  0.118
H 0.01921 -5.54432 1.38462  0.098
H -0.24125 -3.08057 1.75511  0.117
I -3.09395 3.49821 1.52248  0.980
C -1.62630 2.35360 2.45031  -0.636
C -1.23229 2.65616 3.74008  -0.262
C -0.23472 1.89396 4.33166  -0.665
I 0.25537 2.36050 6.31112  0.850
C 0.42014 0.83675 3.66987  -0.218
C 1.47550 0.06255 4.19982  -0.090
C 2.03185 -0.95871 3.41440  -0.090
C 1.56126 -1.18414 2.15227  -0.212
N 0.55292 -0.46505 1.58720  0.009
C -0.01503 0.53246 2.33554  -0.139
C -1.04353 1.29012 1.76838  -0.254
O -1.42255 1.07130 0.45094  0.048
H -1.69087 3.47617 4.27249  0.066
H 1.85965 0.27304 5.18658  0.035
H 2.84387 -1.56532 3.79473  0.097
H 1.99109 -1.96330 1.53416  0.086
O 2.96807 1.34607 0.45670  -0.477
S 2.82966 0.14751 -0.41574  0.952
C 4.23126 -0.88840 0.06595  -0.353
C 4.25142 -2.22358 -0.31316  -0.085
C 5.27816 -3.04409 0.12913  -0.085
C 6.26979 -2.52862 0.95502  -0.097
C 6.23119 -1.19440 1.33910  -0.080
C 5.20461 -0.36930 0.89969  -0.062
C 3.51558 0.61293 -2.01513  -0.352
C 3.34557 -0.20829 -3.11867  -0.080
C 3.85071 0.19857 -4.34422  -0.075
C 4.51990 1.41129 -4.45596  -0.100
C 4.67913 2.22387 -3.34150  -0.088
C 4.16811 1.82830 -2.11222  -0.066
H 3.46423 -2.62037 -0.94787  0.108
H 5.29977 -4.08668 -0.16275  0.100
H 7.06797 -3.17097 1.30586  0.096
H 6.99948 -0.79608 1.99024  0.100
H 5.13276 0.66846 1.20035  0.110
H 2.80356 -1.14282 -3.03222  0.073
H 3.70637 -0.42741 -5.21570  0.105
H 4.91070 1.72617 -5.41587  0.097
H 5.19366 3.17298 -3.42946  0.100
H 4.25395 2.44822 -1.22799  0.110
N 0.58243 1.17553 -1.48154  -0.009
C 0.29345 2.20009 -2.13480  -0.312
C 0.20001 3.56286 -1.48958  -0.144
C 0.67256 3.71717 -0.18731  -0.028
C 0.58711 4.94583 0.44591  -0.086
C 0.02759 6.03594 -0.21249  -0.111
C -0.44926 5.88774 -1.50655  -0.099
C -0.36532 4.65389 -2.14189  -0.037
C 0.10116 2.11352 -3.63032  -0.175
C 1.00576 2.72762 -4.48992  -0.047
C 0.91077 2.53649 -5.86190  -0.095
C -0.10055 1.74178 -6.38525  -0.108
C -1.01839 1.14364 -5.53031  -0.086
C -0.91900 1.32891 -4.15894  -0.046
H 1.11448 2.85733 0.30349  0.091
H 0.95690 5.05399 1.45869  0.104
H -0.03912 6.99679 0.28404  0.093
H -0.89118 6.73148 -2.02341  0.093
H -0.75698 4.53396 -3.14506  0.109
H 1.79730 3.34420 -4.07809  0.115
H 1.63100 3.00454 -6.52295  0.095
H -0.17127 1.58409 -7.45476  0.091
H -1.80953 0.52226 -5.93298  0.098
H -1.63112 0.87041 -3.48105  0.097
C -4.82858 -0.68616 -2.39614  0.000
C -4.25222 -0.34352 -1.03823  -0.467
C -5.20490 0.58029 -0.28202  -0.019
O -3.01114 0.37146 -1.20154  0.139
B -2.27829 0.09471 -0.05945  -0.932
O -2.74252 -1.01195 0.61705  0.161
C -3.82226 -1.56450 -0.17048  -0.451
C -4.90555 -2.08673 0.75647  -0.002
C -3.27052 -2.70439 -1.01559  -0.008
H -5.10984 0.23612 -2.90644  0.094
H -5.72040 -1.30636 -2.28192  0.092
H -4.10220 -1.21244 -3.01384  0.089
H -5.21985 1.54901 -0.78145  0.093
H -4.86882 0.74032 0.74308  0.072
H -6.21747 0.17282 -0.26163  0.090
H -5.08797 -1.39668 1.57887  0.091
H -4.59532 -3.04350 1.17862  0.090
H -5.83512 -2.23982 0.20461  0.092
H -2.55164 -2.33965 -1.75089  0.052
H -4.08110 -3.21654 -1.53836  0.096
H -2.76676 -3.42190 -0.36560  0.089

Results
LUMO (alpha / beta)	2.224 / 2.223	eV
frontier orbital gap (alpha / beta)	4.76 / 6.74	eV
net charge	-1
spin multiplicity	6
HOMO (alpha / beta)	-2.5 / -4.5	eV
ΔE to the lowest compared entry with this formula, charge and spin	45.4	kcal/mol



A structure of composition C33H23BrN4NiO6 at a distorted geometry, computed with the ωB97M-V functional and the def2-TZVPD basis.

Last column: Löwdin charge in e.
Atoms and positions in Å:
Ni 1.08910 -1.62381 -1.39576  0.179
C -3.00032 5.09316 1.48827  -0.094
O -1.64125 5.17431 1.09009  -0.092
C -0.71421 4.66541 1.94620  -0.300
C 0.53869 4.38373 1.40226  0.009
C 1.53075 3.83120 2.18263  -0.018
C 1.29930 3.55362 3.53265  -0.314
C 0.07590 3.90420 4.08077  -0.056
C -0.94184 4.43495 3.29613  -0.035
N 2.31223 3.05164 4.40241  0.017
N 3.06962 2.11341 4.07224  0.029
C 2.88907 1.30090 2.94371  -0.292
C 4.06236 0.97126 2.27686  -0.063
C 4.08670 0.35862 1.03613  -0.029
C 2.89106 -0.01215 0.38592  -0.360
O 2.83616 -0.49693 -0.77344  -0.028
C 1.66387 0.16545 1.15726  -0.124
N 0.55150 -0.33131 0.57566  0.137
C -0.58792 -0.24968 1.22300  -0.116
C -0.68386 0.26269 2.52350  -0.057
C 0.43701 0.75968 3.12530  -0.033
C 1.65909 0.78566 2.42174  -0.117
H -3.59443 5.33361 0.61105  0.085
H -3.23088 5.80864 2.28394  0.082
H -3.25463 4.08534 1.82456  0.096
H 0.69953 4.57091 0.34885  0.120
H 2.48227 3.57219 1.73579  0.121
H -0.08838 3.72315 5.13655  0.105
H -1.90038 4.65719 3.74238  0.094
H 4.98869 1.28496 2.74658  0.098
H 5.02012 0.16705 0.52342  0.098
H -1.46135 -0.62613 0.71760  0.083
H -1.63857 0.24969 3.03220  0.092
H 0.39213 1.12522 4.14063  0.102
O 1.47315 -4.26045 -0.17286  0.037
C 1.17945 -3.21795 -0.52777  -0.157
N 5.93389 -3.52570 -6.76996  0.084
C 5.17257 -3.25627 -5.94841  -0.237
C 4.22575 -2.92482 -4.92348  -0.292
C 3.09100 -2.17237 -5.22560  -0.074
C 2.18042 -1.87033 -4.22553  -0.126
C 2.34156 -2.29018 -2.89830  -0.136
C 3.50366 -3.02742 -2.63417  -0.122
C 4.43106 -3.34885 -3.61010  -0.075
H 2.93576 -1.82737 -6.24126  0.094
H 1.31811 -1.26551 -4.48817  0.080
H 3.70577 -3.36285 -1.62102  0.076
H 5.31792 -3.92346 -3.36882  0.094
Br -5.69290 0.69803 -1.62474  0.786
C -5.17942 -0.68069 -0.43231  -0.594
C -6.08587 -0.95161 0.58113  -0.159
C -5.81383 -1.91970 1.52965  -0.092
C -4.62237 -2.62943 1.45909  -0.078
C -3.72243 -2.35923 0.45044  -0.011
C -3.96685 -1.37520 -0.51930  -0.134
C -2.96815 -1.15495 -1.59921  -0.445
O -3.15917 -0.60387 -2.64705  0.085
O -1.76846 -1.73443 -1.28032  -0.010
H -7.00618 -0.38511 0.62123  0.084
H -6.53095 -2.11267 2.31610  0.097
H -4.39348 -3.39607 2.18898  0.102
H -2.80070 -2.92029 0.38775  0.127
C -0.94661 -2.79879 -3.26870  -0.012
C -0.74659 -1.67622 -2.28450  -0.615
O -0.20879 -0.59427 -2.53751  -0.008
H -1.75505 -2.49496 -3.93750  0.076
H -1.23879 -3.70801 -2.74692  0.079
H -0.04059 -2.97682 -3.83794  0.057

Results
LUMO (alpha / beta)	3.567 / 3.567	eV
frontier orbital gap (alpha / beta)	3.24 / 3.22	eV
net charge	-2
HOMO (alpha / beta)	0.3 / 0.3	eV
ΔE to the lowest compared entry with this formula, charge and spin	62.3	kcal/mol



A structure of composition C6H11CrN5P at a distorted geometry, computed with the ωB97M-V functional and the def2-TZVPD basis.

Last column: Löwdin charge in e.
Atoms and positions in Å:
C -0.11176 -1.37724 -2.34317  -0.330
C -0.65724 -0.39757 -3.15748  -0.273
C -0.49397 0.98484 -3.01461  -0.212
C 0.24863 1.75060 -2.10967  -0.265
C 0.99347 1.19452 -1.06869  -0.171
Cr -0.29707 -0.12939 -1.03000  0.405
P 0.03527 -2.59124 -0.11387  0.759
H -0.19247 -2.44540 -2.61279  0.006
H -1.26736 -0.71805 -4.00085  0.100
H -0.98553 1.54698 -3.77086  0.090
H 1.65722 1.81213 -0.44622  0.036
H 0.21917 2.82244 -2.29993  0.095
H 1.27451 -2.98732 0.45159  -0.108
H -0.02407 -3.65041 -1.02963  -0.100
H -0.89119 -3.11145 0.80978  -0.126
N -0.51339 2.13807 3.83333  0.115
N -0.26790 1.02825 3.04465  -0.258
N 0.82235 0.24465 3.33107  0.135
C 0.98487 -0.36537 2.15749  -0.220
N 0.13374 0.04509 1.21767  -0.104
N -0.59781 1.04812 1.74684  0.117
H -1.45194 2.47380 3.63530  0.103
H -0.32322 1.84323 4.78530  0.099
H 1.70571 -1.15926 1.98475  0.104

Results
LUMO (alpha / beta)	0.069 / 0.070	eV
frontier orbital gap (alpha / beta)	6.06 / 7.00	eV
net charge	0
spin multiplicity	4
HOMO (alpha / beta)	-6.0 / -6.9	eV



A structure of composition C17H30N4O5S at a distorted geometry, computed with the ωB97M-V functional and the def2-TZVPD basis.

Last column: Löwdin charge in e.
Atoms and positions in Å:
C -6.25836 -2.20362 -0.20910  0.019
C -4.82010 -1.81981 -0.89889  -0.264
H -4.78536 -1.91114 -2.00075  0.150
H -4.09612 -2.39393 -0.45178  0.112
O -4.75051 -0.59284 -0.81738  0.055
C -3.74556 0.02958 -1.19611  -0.590
O -3.02972 -0.62732 -1.80140  0.161
N -3.59322 1.47377 -1.10816  -0.051
C -2.34095 2.10214 -1.33493  -0.161
H -1.68792 1.36063 -1.90059  0.137
H -2.50666 3.22770 -1.73694  0.169
C -1.66135 2.40073 0.00602  -0.030
N -2.05164 1.18947 0.96841  0.001
C -1.54388 0.22946 1.40182  -0.644
O -2.22926 -0.70047 1.84675  0.044
C -0.19001 -0.15060 1.09155  -0.103
C 0.50463 -1.37081 1.91823  -0.175
C 1.92752 -1.39882 1.65564  -0.114
N 2.36658 -1.12117 0.09137  -0.194
S 3.00796 0.23455 -0.13712  0.390
O 2.45679 1.34047 0.31777  -0.190
O 3.00309 0.33114 -1.52781  -0.232
N 4.50452 -0.03494 0.52966  -0.224
C 5.20114 -1.08267 -0.10931  -0.213
H 4.55799 -1.63562 -1.00923  0.174
H 5.96321 -1.67554 0.41186  0.122
C 6.14599 -0.53001 -1.28304  -0.095
H 5.74967 -0.25034 -2.31265  0.118
H 7.07149 -0.77426 -1.19022  0.011
C 6.12689 1.06836 -0.70526  -0.137
H 7.09551 1.65595 -0.72944  0.104
H 5.46909 1.69514 -1.58076  0.155
C 5.40962 1.05152 0.59865  -0.232
H 4.74973 1.75508 0.79361  0.065
H 6.05552 0.76008 1.39357  0.128
C 1.17784 -1.34711 -0.66355  -0.277
C 0.02042 -0.53951 -0.68593  -0.041
H -0.94103 -0.96597 -0.60367  0.097
H 0.19915 0.37167 -1.11116  0.067
H 1.38211 -1.39102 -1.63362  0.069
H 0.90378 -2.64587 -0.30471  0.231
H 2.38850 -0.48196 2.31306  0.171
H 2.24232 -2.35574 1.95466  0.095
H -0.10432 -2.28857 1.71310  0.130
H 0.21610 -0.88399 2.84144  0.118
H 0.62913 0.72190 1.11478  0.132
C -3.37492 1.53831 1.47449  -0.006
H -3.36071 2.31320 2.20385  0.113
C -4.21945 2.11559 0.05663  -0.054
H -5.39752 1.71328 0.25883  0.178
H -4.24763 3.15511 -0.03192  0.071
H -3.83319 0.78141 1.83253  0.030
H -1.57503 3.37429 0.38343  0.089
H -0.41425 2.11817 0.08528  0.175
H -6.36393 -3.33244 -0.33547  0.103
H -7.07023 -1.54312 -0.55013  0.085
H -6.33346 -2.05952 0.70406  -0.042

Results
LUMO	0.686	eV
frontier orbital gap	9.76	eV
net charge	0
HOMO	-9.1	eV
ΔE to the lowest compared entry with this formula, charge and spin	398.0	kcal/mol



- What is the formula in the third record?
  C6H11CrN5P



- net charge of number 3 (C6H11CrN5P)?
  0



- What is the net charge in the second record?
  -2



- Look up the net charge of the first one.
  -1